Record 1
{
  "formula": "C21H43B2CrF4N9O5SSi2",
  "method": "the ωB97M-V functional and the def2-TZVPD basis",
  "elements": ["Cr", "C", "C", "N", "O", "B", "F", "F", "O", "N", "C", "C", "C", "N", "O", "B", "F", "F", "O", "N", "C", "C", "C", "H", "H", "H", "H", "H", "H", "H", "H", "H", "H", "H", "H", "O", "S", "N", "C", "Si", "C", "C", "C", "Si", "C", "C", "C", "H", "H", "H", "H", "H", "H", "H", "H", "H", "H", "H", "H", "H", "H", "H", "H", "H", "H", "H", "C", "N", "C", "N", "C", "N", "C", "N", "C", "C", "H", "H", "H", "H", "H", "H", "H", "H", "H", "H", "H", "H"],
  "coordinates": [[-0.540101, 0.255197, 0.183356], [-1.564056, 4.236477, -1.268989], [-1.219501, 3.011123, -0.514518], [-0.890075, 1.891548, -1.036449], [-0.742818, 1.838664, -2.371183], [-1.702305, 0.873601, -3.039664], [-2.995612, 1.224080, -2.667250], [-1.423962, 0.877189, -4.360241], [-1.414460, -0.519764, -2.510849], [-1.739912, -0.599654, -1.205816], [-2.846257, -1.136022, -0.861611], [-3.826100, -1.731860, -1.796876], [-3.067500, -1.067779, 0.614596], [-2.175759, -0.381465, 1.223359], [-2.220551, -0.384616, 2.565343], [-2.145644, 0.988188, 3.196373], [-2.100903, 0.814005, 4.535380], [-3.183008, 1.763175, 2.696546], [-0.824529, 1.611619, 2.777758], [-0.817310, 1.830673, 1.439584], [-1.233722, 2.953896, 0.986306], [-1.726073, 4.079996, 1.809480], [-4.176842, -1.736763, 1.335481], [-1.326659, 4.118188, -2.319511], [-1.035899, 5.098730, -0.858988], [-2.636476, 4.424809, -1.166799], [-3.456368, -1.689514, -2.814243], [-4.766706, -1.179577, -1.733669], [-4.025126, -2.768132, -1.515047], [-1.567533, 3.893822, 2.864875], [-2.799569, 4.194811, 1.637347], [-1.236847, 5.005918, 1.502167], [-4.870708, -2.209391, 0.645280], [-4.703951, -1.007216, 1.951740], [-3.768759, -2.485223, 2.017637], [1.757328, -3.367175, 0.589627], [0.480284, -2.789060, 0.921091], [0.215203, -1.403471, 0.465864], [2.094334, 1.088669, 4.632328], [1.907565, -0.142919, 3.265183], [3.498863, -1.045965, 2.924534], [0.641431, -1.356733, 3.850812], [1.754439, 0.751007, 1.570540], [2.385552, 2.547985, 1.379380], [2.104770, 3.237984, -0.324274], [1.778684, 3.743205, 2.648932], [4.214014, 2.283603, 1.586863], [2.252402, 0.518031, 5.551495], [1.186300, 1.682844, 4.763304], [2.942478, 1.763238, 4.516031], [3.841097, -1.446517, 3.884964], [4.294344, -0.418014, 2.520210], [3.342060, -1.882188, 2.236039], [0.965397, -1.602880, 4.866525], [0.593401, -2.290403, 3.291216], [-0.365092, -0.936490, 3.914711], [2.089571, 0.135526, 0.732566], [2.966907, 3.021054, -0.958863], [1.228926, 2.848398, -0.838749], [2.008538, 4.326737, -0.267852], [0.695238, 3.806016, 2.722278], [2.156936, 4.729705, 2.365596], [2.153459, 3.511488, 3.643580], [4.634902, 1.600936, 0.845138], [4.485527, 1.929676, 2.581355], [4.662353, 3.272086, 1.438307], [3.138059, -0.482742, -1.301732], [1.828651, -0.371781, -1.974032], [1.519965, -1.719029, -2.528096], [2.551805, -2.200307, -3.439784], [3.821166, -2.250283, -2.709873], [4.209003, -0.933690, -2.175610], [4.298426, 0.004525, -3.304024], [3.043115, 0.108294, -4.050629], [1.992526, 0.543398, -3.137728], [2.691829, -1.233438, -4.535324], [3.039555, -1.204350, -0.479090], [3.407259, 0.498298, -0.899514], [0.565891, -1.662482, -3.047668], [1.445577, -2.423889, -1.693334], [4.605217, -2.597345, -3.382238], [3.727457, -2.954547, -1.881563], [5.085340, -0.338417, -3.975566], [4.570338, 0.992417, -2.924262], [1.050985, 0.585454, -3.681837], [2.234538, 1.539597, -2.772875], [3.472555, -1.581072, -5.211635], [1.749876, -1.175259, -5.081659]],
  "forces_ev_per_a": [[-0.904, -0.273, -0.908], [0.008, 0.108, 0.070], [-0.060, 0.100, 0.554], [-0.222, -0.115, -0.038], [-0.027, 0.063, 0.034], [0.017, -0.110, 0.184], [0.095, -0.007, -0.084], [-0.008, 0.017, -0.030], [-0.148, 0.054, 0.008], [0.246, -0.044, -0.218], [-0.122, 0.009, 0.393], [-0.118, -0.026, 0.056], [0.026, -0.105, -0.428], [0.147, 0.217, 0.077], [-0.086, 0.047, -0.073], [0.020, -0.089, -0.150], [-0.021, 0.032, 0.020], [0.068, -0.086, 0.091], [-0.118, 0.102, 0.027], [0.731, -0.016, 0.461], [-0.074, 0.100, -0.625], [-0.102, 0.088, -0.086], [-0.081, -0.042, -0.057], [0.005, -0.022, -0.039], [-0.013, -0.008, -0.023], [0.020, 0.013, -0.002], [0.021, 0.003, -0.030], [0.011, -0.021, -0.009], [-0.006, 0.022, -0.014], [-0.004, -0.006, 0.033], [0.029, 0.008, 0.011], [-0.007, -0.010, 0.011], [0.016, 0.012, 0.036], [0.013, 0.001, -0.005], [-0.006, -0.008, -0.010], [0.554, -0.099, -0.120], [-0.776, -0.162, -0.036], [0.654, -0.166, 0.456], [-0.002, 0.235, 0.089], [-0.312, 0.017, 0.215], [0.328, -0.099, -0.288], [-0.399, -0.130, -0.056], [0.902, 0.183, 0.271], [-0.466, 0.235, -0.177], [-0.018, -0.027, -0.312], [-0.072, 0.094, 0.219], [0.309, -0.361, 0.136], [0.003, 0.031, -0.003], [0.047, -0.060, 0.016], [0.022, -0.041, 0.037], [-0.012, 0.013, -0.049], [0.010, -0.056, 0.049], [0.010, 0.049, 0.069], [-0.019, -0.013, 0.003], [0.053, 0.097, 0.189], [0.186, -0.073, 0.026], [-0.373, -0.099, -0.027], [-0.008, 0.025, -0.012], [0.147, 0.041, -0.025], [0.014, -0.062, 0.008], [-0.003, -0.008, -0.011], [-0.015, -0.002, 0.031], [0.000, 0.096, -0.028], [0.004, 0.061, 0.037], [0.046, 0.053, -0.013], [-0.016, -0.037, -0.002], [-0.089, -0.078, 0.148], [0.066, 0.150, -0.194], [-0.075, -0.108, 0.203], [0.099, 0.304, 0.102], [0.026, -0.040, -0.002], [-0.217, -0.015, -0.170], [0.030, 0.013, -0.020], [0.014, -0.269, 0.235], [-0.040, -0.094, 0.017], [-0.019, -0.008, -0.034], [0.010, 0.069, -0.050], [0.042, 0.076, -0.027], [0.009, -0.006, -0.023], [-0.017, 0.124, -0.157], [0.023, -0.021, -0.010], [0.009, -0.003, 0.011], [0.020, 0.019, -0.023], [0.003, 0.006, 0.008], [-0.029, 0.022, 0.034], [-0.005, 0.112, 0.075], [0.008, 0.000, -0.036], [-0.012, -0.001, -0.015]],
  "lowdin_spin": [2.691, 0.003, 0.026, -0.014, -0.013, 0.000, 0.000, 0.000, -0.002, -0.021, 0.015, 0.002, 0.015, -0.049, -0.013, 0.000, 0.000, 0.001, -0.003, -0.038, 0.042, 0.005, 0.001, 0.000, 0.001, 0.001, 0.000, 0.001, 0.001, 0.000, 0.003, 0.002, 0.000, 0.001, 0.001, 0.070, 0.060, -0.023, 0.000, 0.014, 0.015, 0.005, 0.150, 0.016, 0.002, 0.000, 0.017, 0.000, 0.000, 0.000, 0.003, 0.000, 0.000, 0.000, 0.002, 0.000, 0.014, 0.000, 0.000, 0.000, 0.000, 0.000, 0.000, 0.000, 0.000, 0.003, 0.000, -0.007, 0.000, -0.001, 0.000, -0.001, 0.000, -0.001, 0.000, 0.000, 0.000, 0.000, 0.000, 0.000, 0.000, 0.000, 0.000, 0.000, 0.000, 0.000, 0.000, 0.000],
  "molar_mass_g_mol": 739.484,
  "homo_ev": [-10.9, -10.9],
  "orbital_gap_ev": [4.66, 4.58],
  "s2": 3.849,
  "spin_multiplicity": 4,
  "total_charge": 1,
  "energy_ha": -4165.7542
}


Record 2
{
  "formula": "C3H3O2P",
  "method": "the ωB97M-V functional and the def2-TZVPD basis",
  "elements": ["C", "C", "C", "O", "O", "P", "H", "H", "H"],
  "coordinates": [[-1.356831, 0.834090, 0.220165], [-0.550683, 1.575747, 0.727211], [1.588378, -0.655974, -0.137220], [-1.862548, -1.159183, -1.349036], [1.048808, -0.606789, 0.950287], [-2.567894, -0.296301, -0.392107], [2.381184, -1.449401, -0.280972], [1.093414, -0.154831, -1.006516], [0.226172, 1.912639, 1.268186]],
  "forces_ev_per_a": [[0.033, 0.879, -0.084], [-2.258, -1.734, -1.159], [-1.360, -1.651, 0.798], [0.265, -0.388, -0.436], [1.142, 0.181, -0.657], [-0.532, 0.089, 0.224], [-0.182, 1.047, -0.289], [0.767, 0.063, 0.254], [2.125, 1.514, 1.350]],
  "mulliken_charge": [-0.533, 0.350, -0.105, -0.411, -0.385, 0.152, 0.274, 0.214, 0.443],
  "molar_mass_g_mol": 102.029,
  "homo_ev": -10.0,
  "orbital_gap_ev": 8.86,
  "de_lowest_ev": 2.9503,
  "smiles": "C#CP=O.C=O",
  "energy_ha": -607.8222
}